Density functional theory data (ωB97M-V/def2-TZVPD) for 14 unconnected molecules or ions with the total composition C38H68N10O26.

Last column: Löwdin charge in e.
Positions of all 142 atoms, in Å:
1 H -5.936 -0.709 3.853  0.090
2 H 3.958 5.505 2.616  0.114
3 H 3.624 -0.656 4.225  0.059
4 C 2.804 -0.801 1.416  -0.028
5 N -0.152 -5.936 0.359  -0.053
6 O -1.119 0.964 4.422  0.020
7 H -2.457 2.966 1.999  0.086
8 C -5.264 -1.999 2.762  -0.807
9 N 2.980 0.155 -0.575  -0.013
10 H -0.689 7.128 0.659  0.127
11 O 2.366 -3.751 2.729  -0.032
12 O 3.278 -2.630 4.536  -0.079
13 H 2.227 -7.988 -0.957  0.069
14 H 2.325 -6.810 0.254  0.069
15 H 0.094 -1.401 -0.859  0.083
16 C -5.808 2.864 1.365  -0.578
17 C -3.463 2.635 2.287  -0.050
18 C -0.205 1.530 3.652  -0.858
19 H -0.231 -4.003 2.966  0.117
20 H 1.426 -4.537 0.798  0.135
21 O -3.972 2.596 -6.304  0.114
22 O 0.143 6.646 0.824  0.108
23 H -5.547 -8.412 -0.563  0.117
24 O 4.945 -1.758 -2.713  -0.080
25 H 2.298 3.718 0.774  0.093
26 O -2.539 -7.846 -1.029  -0.079
27 C -3.089 3.620 -2.751  -0.754
28 H -5.937 2.548 3.414  0.063
29 H 2.543 -1.324 2.347  0.124
30 H 1.416 -3.283 5.545  0.109
31 C 2.658 0.989 -1.732  -0.165
32 O -5.376 -3.158 2.359  -0.028
33 O -2.837 3.140 -8.140  0.089
34 O 1.511 5.440 -0.413  0.062
35 H 3.892 5.650 -6.586  0.064
36 H -1.999 -7.000 0.397  0.141
37 H 2.159 5.057 -5.346  0.084
38 H 4.871 -0.993 -1.080  0.119
39 C 5.070 -1.922 1.384  0.006
40 O -3.745 -9.675 -1.403  -0.027
41 C 3.723 2.101 -1.818  -0.050
42 H 4.455 0.394 5.389  0.101
43 C 0.417 -6.849 -0.683  -0.136
44 H -6.040 -4.597 -1.442  0.101
45 H 2.593 0.419 -2.707  0.145
46 H 0.616 5.998 -5.325  0.104
47 O -6.077 -1.683 3.820  0.042
48 H -7.370 1.974 2.582  0.091
49 N -2.569 -2.558 -0.286  -0.001
50 O 6.597 -0.245 -2.896  -0.033
51 H 0.051 -1.722 0.881  0.055
52 C 4.769 2.747 2.074  0.012
53 H 5.540 -1.204 2.013  0.075
54 O -4.730 -7.838 -0.472  -0.022
55 C -0.408 -1.225 0.069  -0.055
56 C 0.361 5.782 -0.212  -0.689
57 H -1.571 0.111 3.904  0.202
58 C 1.605 5.863 -4.834  -0.077
59 N -1.396 -5.611 2.031  -0.069
60 H -5.740 1.075 2.489  0.049
61 O -2.096 3.951 -6.222  0.119
62 H 5.509 0.000 -5.066  0.091
63 C 3.373 5.359 1.642  -0.078
64 O -3.494 3.539 -1.446  0.080
65 H -0.760 4.727 -1.464  0.124
66 H 6.058 1.222 2.978  0.125
67 H 0.672 -6.283 -1.586  0.126
68 H 2.755 6.465 -7.684  0.099
69 H 2.090 7.691 -4.041  0.141
70 H -5.582 -5.388 0.131  0.118
71 C 5.636 -0.901 -3.298  -0.851
72 C 1.661 -7.550 -0.167  -0.062
73 H 3.548 2.655 -0.870  0.062
74 O -3.897 3.391 -3.603  0.043
75 H -2.553 -4.831 3.599  0.084
76 H -0.264 -0.200 0.411  0.042
77 H -3.379 -4.968 2.153  0.066
78 C 2.193 0.083 0.639  -0.030
79 H -2.272 3.831 -5.253  0.096
80 H -4.310 3.128 -1.511  0.055
81 C -6.271 2.023 2.545  -0.001
82 H -4.196 3.630 0.510  0.104
83 O -0.692 5.265 -0.630  0.196
84 H 1.946 2.347 3.568  0.101
85 H 4.773 1.755 -1.801  0.083
86 C -1.945 -1.278 0.130  -0.117
87 C -3.908 -2.613 -0.251  0.002
88 H 4.683 -2.828 1.936  0.112
89 H -3.155 -5.688 -1.036  0.106
90 H -0.411 -7.539 -0.960  0.110
91 H -3.720 3.011 3.303  0.091
92 H 4.253 7.165 -7.368  0.070
93 C 2.973 2.253 3.290  -0.011
94 C 3.682 0.371 4.628  0.012
95 H 1.496 -8.253 0.612  0.070
96 H -3.939 2.902 -5.395  0.045
97 C -1.297 -6.295 0.951  -0.080
98 H -2.352 -0.571 -0.492  0.094
99 H 4.122 5.359 0.860  0.077
100 O 0.050 0.824 2.651  -0.055
101 H 5.219 3.330 1.348  0.103
102 H -6.288 -3.686 0.109  0.103
103 H -3.148 -6.399 2.940  0.125
104 H -2.378 -0.975 1.116  0.127
105 C 4.102 -0.595 -0.401  0.012
106 N -4.315 -3.872 -0.570  -0.086
107 H -4.558 -1.795 0.016  0.156
108 C -2.624 -5.426 2.744  0.016
109 N 3.444 3.077 2.399  -0.033
110 N -4.475 2.993 1.251  0.030
111 N 3.994 -1.196 0.795  -0.080
112 C -0.330 -4.710 2.167  0.028
113 H 1.500 5.528 -3.816  0.073
114 N 3.959 1.401 3.661  -0.066
115 C -5.612 -4.392 -0.439  -0.043
116 H 5.670 -2.362 0.609  0.099
117 H 1.711 1.508 -1.573  0.119
118 H 2.732 0.639 5.010  0.094
119 C 0.457 -4.957 1.089  -0.048
120 O 1.407 -3.722 4.675  0.029
121 C -2.086 -3.795 -0.677  -0.001
122 O 5.067 -0.704 -4.556  0.010
123 N 2.352 7.084 -4.804  0.005
124 H 3.408 2.647 -2.677  0.064
125 O -1.903 4.141 -2.954  -0.091
126 C 3.488 6.595 -6.866  -0.018
127 C -3.585 -8.505 -1.012  -0.781
128 O 3.376 8.748 -5.958  0.043
129 H 1.692 4.156 2.265  0.139
130 C 5.097 1.723 2.931  -0.012
131 C 3.040 7.602 -5.837  -0.586
132 C -2.923 3.188 -6.944  -0.654
133 H -1.063 -4.025 -0.778  0.103
134 C -3.176 -4.624 -0.834  0.006
135 C 2.462 -3.358 3.896  -0.815
136 H -3.357 1.551 2.425  0.064
137 O 0.189 2.696 3.987  -0.073
138 O -4.540 -1.047 2.301  -0.096
139 H 2.637 6.119 1.513  0.055
140 O -6.589 3.342 0.569  0.024
141 H 1.287 0.737 0.704  0.115
142 C 2.636 4.083 1.714  -0.191

Atoms 1-3, force components in eV/Å:
H -0.3 -0.8 0.4
H -0.9 0.0 -1.1
H 0.1 0.5 0.0

As for the HOMO-LUMO gap: 8.30 eV. Its charge is -2. The value obtained for the electronic energy is -108651.9651 eV. The calculation puts the HOMO energy at -5.13 eV.

=====

Density functional theory data (ωB97M-V/def2-TZVPD) for 12 unconnected molecules or ions with the total composition C38H69Cl10N7.

Last column: Löwdin charge in e.
Positions of all 124 atoms, in Å:
1 H -18.933 12.905 1.567  0.047
2 C -17.651 7.467 2.558  -0.642
3 H -19.585 8.265 2.065  0.068
4 C -16.006 12.269 -3.297  -0.254
5 C -16.237 10.039 -4.407  -0.246
6 H -16.759 7.072 2.075  0.078
7 H -15.619 13.067 2.239  0.055
8 H -21.417 12.168 3.072  0.077
9 H -10.520 13.825 9.851  0.115
10 H -15.788 11.793 -5.443  0.120
11 H -19.664 13.455 0.182  0.080
12 H -20.829 12.153 6.133  0.107
13 H -18.750 15.353 1.497  0.104
14 C -13.416 14.237 -1.342  -0.631
15 H -16.752 14.205 8.948  0.112
16 H -16.282 12.294 -1.169  0.034
17 C -11.158 14.393 3.862  -0.673
18 C -16.517 16.896 4.697  -0.652
19 H -17.984 16.667 -0.067  0.087
20 H -12.648 7.198 3.968  0.080
21 H -16.934 11.876 2.371  0.049
22 H -16.837 15.603 -0.780  0.051
23 H -12.473 12.904 3.045  0.017
24 H -16.866 15.495 7.814  0.105
25 H -17.476 16.486 4.403  0.036
26 H -16.265 13.818 6.003  0.060
27 H -13.555 13.317 -1.912  0.057
28 H -13.941 11.271 2.522  0.091
29 C -18.720 15.405 -1.534  -0.236
30 H -12.284 8.333 1.909  0.111
31 H -11.580 15.225 3.304  0.040
32 H -15.801 11.705 1.079  0.061
33 N -16.763 9.024 -4.316  0.147
34 H -15.885 11.297 4.941  0.086
35 H -21.132 13.682 3.923  0.072
36 C -15.944 12.233 7.322  -0.232
37 C -11.106 16.577 9.632  -0.240
38 C -15.995 13.659 7.053  -0.228
39 H -12.395 14.599 -1.367  0.072
40 H -11.186 13.130 7.659  0.025
41 C -9.343 8.690 3.648  -0.232
42 C -12.388 8.254 4.062  -0.091
43 H -18.764 11.045 5.510  0.111
44 H -12.948 15.692 10.034  0.118
45 N -15.865 11.104 7.522  0.183
46 C -11.889 15.454 10.148  -0.192
47 C -18.061 14.756 0.896  -0.248
48 H -9.892 8.689 1.659  0.122
49 H -10.054 10.593 7.351  0.081
50 H -15.282 15.820 3.240  -0.001
51 Cl -18.110 9.110 0.461  0.575
52 H -15.277 13.080 -3.251  0.060
53 C -18.705 7.868 1.565  -0.669
54 H -17.181 14.648 1.531  0.070
55 H -22.563 12.665 4.296  0.075
56 H -19.097 14.656 8.359  0.077
57 C -13.939 13.851 0.038  -0.674
58 H -10.983 9.100 7.201  0.060
59 N -10.504 17.453 9.197  0.146
60 C -18.472 14.098 7.661  -0.104
61 H -14.212 10.802 4.992  0.039
62 H -14.998 13.637 -0.082  0.035
63 C -11.534 14.085 9.547  -0.251
64 Cl -13.526 15.084 1.234  0.652
65 H -11.696 14.391 4.808  0.035
66 H -10.727 9.562 9.594  0.073
67 C -14.477 12.801 4.811  -0.240
68 N -8.566 8.960 4.449  0.145
69 C -18.665 13.391 0.619  -0.107
70 C -15.602 11.354 -4.463  -0.181
71 H -11.699 8.358 4.901  0.050
72 H -11.702 15.435 11.226  0.117
73 C -21.503 12.665 4.040  -0.095
74 H -21.276 10.867 5.111  0.111
75 H -17.998 12.713 0.091  0.049
76 H -15.029 14.151 7.166  0.091
77 Cl -9.416 14.627 4.150  0.553
78 H -18.032 6.680 3.210  0.071
79 Cl -12.289 10.943 6.564  0.618
80 C -17.011 14.417 7.905  -0.250
81 H -11.014 14.836 7.552  0.075
82 H -18.965 6.981 0.987  0.080
83 H -12.261 13.379 9.953  0.105
84 Cl -10.618 12.961 1.599  0.561
85 Cl -16.853 18.603 5.148  0.528
86 N -19.396 15.163 -2.428  0.140
87 C -14.914 11.446 4.464  -0.190
88 C -10.305 8.331 2.605  -0.197
89 H -14.527 11.143 -4.449  0.120
90 Cl -17.258 8.778 3.695  0.619
91 H -16.975 10.904 -1.924  0.065
92 C -11.750 8.753 2.765  -0.250
93 H -14.616 17.335 3.803  0.072
94 C -18.558 12.877 4.498  -0.217
95 C -17.851 15.627 -0.371  -0.198
96 H -16.071 16.474 5.591  0.050
97 H -11.863 9.829 2.608  0.089
98 C -11.377 10.213 9.017  -0.654
99 H -13.467 12.916 0.345  0.058
100 H -19.176 11.063 3.819  0.089
101 H -15.159 11.065 -1.771  0.091
102 C -19.295 11.624 4.752  -0.188
103 H -16.939 12.752 -3.599  0.118
104 C -16.111 11.566 -1.966  -0.111
105 H -10.231 7.238 2.557  0.126
106 H -18.748 14.308 6.628  0.045
107 C -15.544 16.833 3.534  -0.667
108 N -18.033 13.885 4.332  0.214
109 C -11.619 14.062 8.030  -0.119
110 C -11.403 13.056 3.170  -0.712
111 C -20.769 11.836 5.090  -0.246
112 H -18.676 13.056 7.923  0.075
113 N -14.136 13.864 5.084  0.212
114 C -11.024 10.135 7.533  -0.606
115 Cl -16.202 17.612 2.064  0.569
116 H -11.026 12.235 3.778  0.053
117 H -15.106 10.108 2.796  0.063
118 H -11.334 11.259 9.308  0.040
119 C -14.938 11.172 2.968  -0.263
120 H -13.304 8.780 4.326  0.049
121 Cl -13.001 9.588 9.296  0.555
122 H -12.630 14.110 7.624  0.056
123 Cl -14.463 15.476 -2.059  0.610
124 C -15.880 12.013 2.122  -0.103

Atoms 1-3, force components in eV/Å:
H 0.5 0.0 0.1
C -0.3 -0.5 0.5
H 0.0 -0.1 0.0

As for the HOMO-LUMO gap: 10.58 eV. The value obtained for the electronic energy is -176180.0501 eV. For the energy relative to the best compared isomer or geometry (same formula, charge and spin), the calculation gives 3.0 kcal/mol. The SMILES is CCCC#N.CCCC#N.CCCC#N.CCCC#N.CCCC#N.CCCC#N.CCCC#N.ClCCCl.ClCCCl.ClCCCl.ClCCCl.ClCCCl. The calculation puts the HOMO energy at -10.55 eV.

=====

Density functional theory data (ωB97M-V/def2-TZVPD) for a molecular structure, C38H70AlF6N2O13P.

Last column: Löwdin charge in e.
Positions of all 131 atoms, in Å:
1 O -2.307 -2.172 -0.570  -0.018
2 C 6.125 -0.497 1.085  -0.302
3 F 2.250 -1.341 1.044  -0.137
4 H -4.578 -2.798 4.734  0.063
5 C 3.694 2.430 -4.774  -0.237
6 H 2.134 -4.942 0.137  0.129
7 H 4.688 2.509 -5.213  0.120
8 O 2.063 -6.382 -1.343  0.032
9 H 4.800 -2.104 0.118  0.132
10 H -2.978 -0.479 7.203  0.080
11 H -0.314 -4.314 -3.150  0.091
12 H -4.674 -4.879 -3.882  0.086
13 H 3.216 3.349 -5.111  0.124
14 H -4.876 -5.479 -1.303  0.157
15 C -2.942 6.606 -3.243  -0.163
16 N -2.688 4.223 -1.503  -0.032
17 F 2.029 0.841 1.650  -0.165
18 H 0.239 3.702 -1.162  0.064
19 C -0.213 4.679 -1.331  -0.036
20 C -2.409 -4.445 6.201  -0.189
21 H 3.019 4.338 -0.609  0.098
22 C -4.029 6.167 -2.268  -0.178
23 O 2.100 -4.979 -3.009  0.123
24 H -2.176 -6.152 -1.598  0.127
25 C -4.720 3.872 -3.233  -0.013
26 C -5.212 4.537 -0.839  -0.040
27 H 5.164 5.888 -0.602  0.118
28 H 4.443 -1.637 1.690  0.113
29 H -6.273 4.611 -1.075  0.085
30 C -2.436 -3.100 6.837  -0.139
31 H -2.148 3.171 -3.874  0.054
32 H -0.317 -3.251 -1.733  0.046
33 H -4.951 2.831 -3.004  0.075
34 C 5.118 5.534 0.428  -0.247
35 H 0.905 1.799 -4.815  0.097
36 H -5.065 5.279 -0.054  0.077
37 H -3.517 -4.860 3.478  0.071
38 C -2.831 -5.621 -0.907  -0.090
39 O 5.364 4.205 0.383  -0.147
40 C 4.256 3.334 0.805  -0.140
41 C 6.090 0.197 -0.344  0.009
42 H -2.814 0.201 5.630  0.074
43 H 5.752 6.053 1.147  0.116
44 H 2.131 3.892 0.867  0.110
45 H -2.304 -5.131 2.301  0.073
46 H 0.551 -2.720 -3.004  0.086
47 Al -2.613 0.407 0.710  1.091
48 C 3.755 2.110 -3.284  -0.127
49 H -2.979 6.074 -4.194  0.110
50 C 1.524 -5.185 -0.733  -0.039
51 F 2.403 0.183 -0.580  -0.177
52 C -2.688 -3.326 -0.867  -0.486
53 H -3.386 -4.730 5.812  0.102
54 H -0.497 5.008 -0.332  0.089
55 O 8.380 -2.553 2.341  0.139
56 H -0.913 4.282 -4.398  0.084
57 H 5.628 0.130 1.826  0.152
58 C -2.871 -2.019 5.670  -0.385
59 O -2.580 2.976 -0.885  -0.184
60 H -2.112 -5.340 6.748  0.113
61 F 0.004 -0.642 1.561  -0.264
62 F 0.414 -1.102 -0.424  -0.184
63 C 2.429 -6.157 -2.654  -0.598
64 C 1.623 -4.214 -1.966  -0.279
65 H 1.959 1.120 -2.406  0.080
66 H -0.484 2.943 -3.340  0.051
67 H 1.450 0.279 -4.297  0.113
68 H -1.209 -5.371 4.561  0.119
69 O 6.250 -2.634 1.526  0.095
70 C 0.304 -3.668 -2.526  -0.007
71 H 4.219 1.170 -2.985  0.112
72 H 0.520 -5.469 -0.420  0.114
73 H -3.124 -4.734 -3.789  0.080
74 H 3.186 6.478 0.384  0.099
75 H -5.174 3.568 -0.341  0.066
76 C -1.363 -4.408 5.049  -0.150
77 C 3.073 4.279 0.478  -0.176
78 C -1.480 4.618 -2.230  -0.438
79 C 2.246 1.866 -3.147  -0.185
80 H 4.191 2.461 0.155  0.085
81 H 0.275 -2.661 3.442  0.102
82 H -3.006 -6.401 -0.166  0.140
83 H -1.611 6.667 -1.659  0.115
84 H -0.656 -3.144 2.081  0.074
85 H -3.013 -3.114 7.762  0.116
86 H -5.078 -1.310 5.382  0.076
87 H 0.508 5.462 -1.569  0.087
88 C -1.624 6.100 -2.590  -0.173
89 C -4.114 4.666 -1.965  -0.376
90 H 6.311 -0.535 -1.120  0.086
91 C -4.468 -2.180 5.625  -0.012
92 C 7.399 -2.031 1.857  -0.596
93 H -1.464 -2.781 7.211  0.109
94 O 7.373 -0.806 1.518  0.153
95 C 3.627 5.633 0.913  -0.155
96 C 5.300 -1.796 1.036  -0.138
97 P 1.283 -0.169 0.582  0.283
98 H -3.541 -6.264 -3.435  0.086
99 H 0.031 -4.397 3.032  0.095
100 H 4.193 3.011 1.844  0.117
101 O -2.105 -4.483 -0.379  0.026
102 C -1.714 -3.543 3.848  -0.480
103 H 5.145 0.733 -0.436  0.046
104 H -4.943 6.486 -2.768  0.122
105 C -2.470 -0.627 6.250  -0.048
106 H 3.515 5.754 1.991  0.106
107 O -3.820 -3.660 -1.458  0.104
108 C -1.249 3.692 -3.545  0.030
109 N -2.128 -2.182 4.370  -0.011
110 H -2.973 7.695 -3.263  0.117
111 H 2.222 -3.368 -1.628  0.151
112 C -3.894 -5.255 -3.221  -0.010
113 H 6.871 0.953 -0.428  0.080
114 C -2.746 -4.341 2.908  0.002
115 F 0.261 1.105 0.186  -0.259
116 H -0.814 6.427 -3.242  0.121
117 C -3.951 -5.044 -1.683  -0.296
118 H -3.975 3.606 -3.984  0.049
119 C -0.439 -3.417 3.114  -0.060
120 H -3.790 6.707 -1.351  0.120
121 H -1.422 -0.519 6.531  0.081
122 H -0.387 -4.106 5.428  0.126
123 C 1.816 1.284 -4.510  -0.193
124 O -2.414 -1.272 3.309  -0.159
125 H -3.153 -3.633 2.186  0.070
126 H 4.173 2.871 -2.626  0.106
127 H 1.740 2.791 -2.871  0.085
128 O 2.975 1.372 -5.328  -0.109
129 H -4.900 -2.691 6.485  0.078
130 H -5.642 4.321 -3.601  0.086
131 O 3.041 -6.975 -3.274  0.156

Atoms 1-3, force components in eV/Å:
O -1.2 -3.8 -1.4
C -3.7 2.8 -3.4
F -0.6 -0.7 0.4

As for the HOMO-LUMO gap: 1.94 eV. The value obtained for the electronic energy is -102322.7516 eV. The calculation puts the HOMO energy at -6.14 eV.